1.
Below is a structure of composition C7H21N2OPSYb at a distorted geometry, with properties calculated with wB97M-V/def2-TZVPD.

CARTESIAN COORDINATES (ANGSTROEM)
1 Yb -0.023 1.113 -0.765
2 H 1.025 3.039 -0.618
3 H 1.043 3.019 -1.395
4 P -0.260 -0.307 -3.176
5 C 1.012 -1.207 -4.151
6 H 0.780 -1.376 -5.211
7 H 1.957 -0.650 -4.130
8 H 1.186 -2.195 -3.706
9 C -1.808 -1.130 -3.737
10 H -2.671 -0.560 -3.374
11 H -1.946 -1.247 -4.819
12 H -1.872 -2.139 -3.310
13 C -0.370 1.240 -4.160
14 H 0.567 1.793 -4.132
15 H -0.592 1.105 -5.214
16 H -1.164 1.880 -3.782
17 C 2.241 -0.526 -1.001
18 O 3.232 -1.028 -0.746
19 H -1.852 0.726 -0.943
20 H -0.315 -1.133 -0.890
21 C -1.224 0.971 4.974
22 N -1.139 0.316 3.647
23 C -0.037 -0.068 2.975
24 S -0.094 -0.386 1.263
25 N 1.140 -0.264 3.665
26 C 1.220 -0.969 4.969
27 H -0.225 1.069 5.405
28 H -1.881 0.400 5.664
29 H -1.654 1.941 4.763
30 H -1.966 0.454 3.065
31 H 1.934 -0.461 3.069
32 H 1.652 -1.939 4.742
33 H 1.880 -0.405 5.655
34 H 0.225 -1.079 5.405

Atomic forces in eV per Å
Yb -0.484 -4.117 -0.521
H 0.335 0.540 -1.094
H 0.205 0.413 0.932
P -0.187 0.724 -1.373
C 0.481 -0.271 0.214
H -0.368 0.236 0.317
H -0.133 -0.114 0.135
H 0.025 0.211 0.010
C -0.425 -0.285 0.639
H 0.213 -0.110 0.124
H 0.579 0.299 0.092
H 0.038 0.261 0.094
C -0.074 0.167 -0.594
H 0.228 0.068 0.164
H -0.070 -0.202 -0.271
H -0.161 0.109 0.249
C 1.425 -0.075 0.602
O -1.894 0.593 -0.553
H -0.433 0.630 -0.237
H 0.497 1.160 0.138
C 0.018 -0.771 -0.269
N 0.291 -0.179 -0.385
C 0.760 1.016 1.307
S 0.191 -0.765 1.031
N -1.424 -0.063 -0.390
C 0.284 0.683 -0.197
H -0.327 0.138 -0.113
H 0.445 0.347 -0.465
H -0.041 0.285 0.399
H 0.497 -0.269 0.136
H -0.334 0.028 -0.109
H -0.041 -0.198 0.386
H -0.424 -0.390 -0.291
H 0.306 -0.102 -0.105

## Properties
- energy relative to the best compared isomer or geometry (same formula, charge and spin) (eV) = 0.629
- charge = +1
- 2S+1 = 2
- LUMO level (spin up / spin down) (eV) = -3.761 / -3.743

2.
Below is a cluster of 2 separate species, C3H8O4 in total at a distorted geometry, with properties calculated with wB97M-V/def2-TZVPD.

CARTESIAN COORDINATES (ANGSTROEM)
1 C -1.239 -0.191 -0.721
2 O -0.523 -0.010 0.506
3 C 0.802 -0.038 0.331
4 O 1.060 -1.308 -0.029
5 C 0.363 -1.712 -1.245
6 O -0.958 -1.515 -1.112
7 H -0.863 0.476 -1.520
8 H -2.316 0.023 -0.582
9 H 1.315 0.212 1.280
10 H 1.033 0.763 -0.397
11 H 0.568 -2.771 -1.496
12 H 0.794 -1.087 -2.050
13 O -0.216 2.715 2.451
14 H 0.615 2.367 2.848
15 H -0.434 2.077 1.734

Atomic forces in eV per Å
C 0.945 -0.037 0.480
O -4.653 2.209 0.625
C 1.085 1.096 0.039
O 1.958 -2.896 -1.562
C 2.357 0.581 0.143
O -2.673 -0.100 -0.218
H 0.137 0.101 0.368
H 0.700 -0.706 0.184
H -0.196 -0.360 -0.398
H 0.621 -0.390 -0.334
H -0.076 0.591 0.671
H -0.146 0.000 0.014
O 0.716 -0.910 -0.323
H -0.931 0.354 -0.431
H 0.156 0.468 0.741

## Properties
- energy relative to the best compared isomer or geometry (same formula, charge and spin) (eV) = 2.234
- LUMO level (eV) = 0.785
- structure (SMILES) = C1OCOCO1.O

3.
Below is a structure of composition C10H15N2O2PS at a distorted geometry, with properties calculated with wB97M-V/def2-TZVPD.

CARTESIAN COORDINATES (ANGSTROEM)
1 O 0.588 1.326 -1.079
2 P 0.468 1.213 0.424
3 C 2.111 1.330 1.321
4 C 2.105 1.084 2.756
5 C 3.458 1.136 3.474
6 C 4.718 1.423 2.796
7 C 4.658 1.670 1.318
8 N 5.720 1.921 0.470
9 S 5.116 2.087 -1.063
10 N 3.469 1.866 -0.832
11 C 3.347 1.637 0.519
12 H -0.006 -0.125 0.681
13 H -0.523 2.107 0.927
14 H 1.193 0.830 3.349
15 H 3.480 0.915 4.575
16 H 5.701 1.451 3.319
17 C -2.499 0.278 -1.933
18 C -1.809 -1.015 -1.538
19 O -2.439 -1.687 -0.455
20 C -3.785 -2.086 -0.656
21 C -3.967 -3.047 -1.819
22 H -2.558 0.956 -1.078
23 H -1.949 0.773 -2.735
24 H -3.519 0.106 -2.284
25 H -0.792 -0.786 -1.213
26 H -1.712 -1.688 -2.397
27 H -4.428 -1.207 -0.769
28 H -4.101 -2.582 0.265
29 H -3.683 -2.595 -2.770
30 H -5.012 -3.355 -1.896
31 H -3.349 -3.937 -1.679

Atomic forces in eV per Å
O -0.103 0.270 1.688
P 0.730 -0.941 -2.667
C -0.688 -0.048 1.769
C 3.413 0.719 -2.235
C 0.911 0.339 -1.711
C -3.122 -0.335 -0.520
C -0.492 0.042 -1.392
N -2.197 -0.286 0.348
S -1.293 -0.389 1.909
N 1.829 -0.227 2.633
C 0.561 -0.238 1.594
H 0.107 0.800 0.736
H 0.551 -0.275 0.493
H 0.876 0.323 -0.814
H -0.019 0.312 -1.287
H -1.069 -0.053 -0.477
C -0.173 -0.021 -0.034
C -0.004 0.094 -0.111
O 0.077 -0.086 0.281
C 0.000 -0.004 -0.097
C 0.058 -0.017 -0.110
H 0.067 -0.004 -0.056
H 0.056 -0.014 0.116
H 0.043 -0.019 -0.047
H -0.137 -0.112 0.005
H -0.068 0.027 -0.042
H -0.025 -0.006 -0.086
H 0.185 0.080 0.040
H -0.079 0.020 0.011
H 0.054 0.015 0.035
H -0.049 0.034 0.028

## Properties
- energy relative to the best compared isomer or geometry (same formula, charge and spin) (eV) = 1.749
- LUMO level (eV) = -1.295

4.
Below is a cluster of 2 separate species, C5H16NO in total at a distorted geometry, with properties calculated with wB97M-V/def2-TZVPD.

CARTESIAN COORDINATES (ANGSTROEM)
1 C -1.782 -0.398 0.014
2 C -0.566 -0.603 0.879
3 C 0.764 -0.682 0.100
4 C 0.850 -1.917 -0.784
5 C 1.950 -0.648 1.059
6 N -1.679 0.951 -0.684
7 H -1.900 -1.124 -0.780
8 H -2.688 -0.355 0.603
9 H -0.509 0.221 1.594
10 H -0.665 -1.492 1.499
11 H 0.810 0.212 -0.532
12 H 1.799 -1.849 -1.325
13 H 1.010 -2.791 -0.138
14 H 0.001 -2.064 -1.446
15 H 1.986 0.231 1.706
16 H 2.854 -0.622 0.449
17 H 2.000 -1.527 1.707
18 H -2.624 1.257 -0.930
19 H -1.281 0.844 -1.618
20 H -1.177 1.685 -0.162
21 H 0.726 3.294 -1.009
22 H 0.023 4.133 0.077
23 O 0.098 3.242 -0.280

Atomic forces in eV per Å
C 0.128 0.358 0.195
C 0.747 -0.032 0.056
C -0.686 0.099 0.496
C 0.923 -0.074 0.631
C 0.328 0.178 -0.209
N -0.928 -0.396 -0.858
H -0.023 -0.237 -0.023
H -0.167 -0.079 0.092
H -0.033 0.142 0.037
H -0.253 -0.202 -0.117
H 0.202 0.121 -0.083
H -0.343 -0.037 -0.453
H -0.479 -0.002 -0.169
H 0.096 -0.100 -0.150
H -0.222 0.040 -0.105
H 0.144 -0.099 0.183
H -0.133 -0.020 -0.162
H 0.022 0.333 0.495
H 0.670 0.071 0.302
H 0.124 0.097 -0.181
H 0.039 0.135 0.114
H 0.051 0.023 -0.003
O -0.208 -0.318 -0.088

## Properties
- energy relative to the best compared isomer or geometry (same formula, charge and spin) (eV) = 0.315
- charge = +1
- LUMO level (eV) = -3.356

5.
Below is a structure of composition C17H28HfN4PS3 at a distorted geometry, with properties calculated with wB97M-V/def2-TZVPD.

CARTESIAN COORDINATES (ANGSTROEM)
1 Hf 0.321 -0.100 0.465
2 C -1.901 -5.966 -0.294
3 C -0.985 -5.009 -1.045
4 N -0.106 -4.286 -0.149
5 C -0.333 -3.057 0.314
6 S 0.814 -2.431 1.482
7 N -1.413 -2.412 -0.073
8 N -1.526 -1.158 0.397
9 C -2.668 -0.574 0.606
10 C -3.991 -1.183 0.298
11 C -2.563 0.724 1.269
12 C -3.676 1.505 1.587
13 C -3.497 2.692 2.276
14 C -2.215 3.077 2.639
15 C -1.156 2.249 2.300
16 N -1.314 1.108 1.630
17 H -2.560 -6.474 -0.991
18 H -2.508 -5.416 0.420
19 H -1.322 -6.717 0.235
20 H -1.576 -4.273 -1.589
21 H -0.362 -5.566 -1.750
22 H 0.614 -4.819 0.321
23 H -3.847 -2.205 -0.040
24 H -4.482 -0.622 -0.495
25 H -4.635 -1.172 1.176
26 H -4.663 1.181 1.307
27 H -4.345 3.311 2.523
28 H -2.042 3.993 3.178
29 H -0.138 2.498 2.580
30 C 2.029 4.163 0.705
31 C 1.428 2.871 0.234
32 S 2.021 1.486 1.181
33 C 0.543 2.832 -0.776
34 C 0.141 4.076 -1.523
35 S -0.238 1.373 -1.412
36 H 3.035 3.981 1.074
37 H 1.442 4.573 1.528
38 H 2.070 4.898 -0.092
39 H 0.978 4.467 -2.100
40 H -0.200 4.855 -0.843
41 H -0.661 3.840 -2.215
42 C 3.684 -0.914 -0.433
43 P 2.123 -1.240 -1.343
44 C 2.375 -2.996 -1.833
45 C 2.488 -0.356 -2.906
46 H 4.518 -1.406 -0.937
47 H 3.611 -1.279 0.596
48 H 3.863 0.164 -0.407
49 H 3.271 -3.090 -2.448
50 H 1.516 -3.350 -2.399
51 H 2.492 -3.606 -0.938
52 H 3.484 -0.623 -3.260
53 H 2.438 0.720 -2.726
54 H 1.747 -0.610 -3.662

Atomic forces in eV per Å
Hf 1.468 0.249 -0.014
C 0.095 0.174 -0.112
C -0.325 -0.212 -0.161
N 0.199 -0.068 0.160
C -0.177 0.189 0.419
S 0.192 0.221 0.276
N -0.659 -0.901 -1.042
N -1.584 0.410 0.916
C 0.223 -0.957 -0.223
C 0.249 -0.163 -0.041
C -0.254 0.833 0.478
C 0.468 -0.489 -0.205
C 0.387 0.150 0.031
C -0.342 -0.238 -0.116
C 0.255 0.106 0.059
N -0.244 -0.084 -0.142
H -0.091 -0.083 -0.074
H -0.084 0.009 0.113
H 0.031 -0.101 0.115
H 0.128 -0.063 -0.064
H -0.047 0.129 -0.028
H -0.033 0.202 -0.062
H -0.036 -0.014 0.017
H -0.075 0.093 -0.062
H -0.021 -0.007 0.018
H -0.125 -0.060 -0.090
H -0.091 0.048 0.028
H 0.089 0.069 0.079
H -0.067 -0.031 -0.079
C 0.000 -0.083 0.047
C -0.124 0.145 -0.047
S 0.114 0.075 0.184
C 0.022 -0.092 0.116
C -0.107 0.002 0.077
S 0.159 -0.150 -0.372
H 0.090 0.113 0.026
H 0.010 0.134 0.089
H 0.019 0.123 -0.043
H 0.056 0.063 -0.040
H -0.031 0.091 -0.018
H -0.066 0.109 -0.064
C 0.038 0.007 0.015
P 0.926 0.095 -0.368
C -0.285 0.215 0.158
C -0.256 0.011 0.243
H -0.043 -0.038 0.022
H 0.072 0.023 -0.128
H -0.016 -0.210 0.000
H -0.019 0.132 0.041
H -0.026 -0.079 -0.021
H -0.021 0.008 -0.022
H -0.019 -0.039 -0.001
H 0.004 -0.083 -0.022
H -0.028 0.022 -0.066

## Properties
- energy relative to the best compared isomer or geometry (same formula, charge and spin) (eV) = 0.521
- charge = +1
- LUMO level (eV) = -4.146

6.
Below is a structure of composition C7H18N2Si at a distorted geometry, with properties calculated with wB97M-V/def2-TZVPD.

CARTESIAN COORDINATES (ANGSTROEM)
1 C -3.006 -1.104 -1.118
2 C -1.787 -1.120 -0.217
3 C -4.019 -0.169 -0.509
4 C 3.256 -1.276 -1.246
5 C 2.579 -0.345 -0.208
6 C 1.780 0.780 -0.672
7 C 1.011 1.576 0.348
8 N -1.772 -0.381 0.831
9 N -0.151 2.083 0.204
10 Si -3.233 0.506 1.039
11 H -2.663 -0.790 -2.253
12 H -3.326 -2.116 -1.431
13 H 3.979 0.995 5.298
14 H -1.037 -1.852 -0.407
15 H -4.158 0.703 -1.163
16 H -4.845 -0.842 -0.457
17 H 3.669 -2.204 -0.804
18 H 2.686 -1.628 -2.149
19 H 4.101 -0.664 -1.674
20 H 1.978 -1.017 0.425
21 H 3.495 -0.086 0.360
22 H 2.557 1.540 -1.176
23 H 1.087 0.405 -1.442
24 H 1.576 1.733 1.159
25 H 3.767 1.536 4.617
26 H -0.545 1.831 -0.648
27 H -3.225 1.918 0.969
28 H -3.753 -0.010 2.325

Atomic forces in eV per Å
C 2.360 0.253 -3.591
C -1.399 0.761 1.118
C -0.294 0.100 -0.941
C 0.588 0.559 -1.662
C 1.571 -3.221 1.343
C 0.528 2.380 -2.467
C -2.090 -0.502 -3.590
N 1.723 -0.991 -0.948
N 1.882 0.335 2.497
Si -0.674 -1.568 0.407
H -0.487 -0.189 2.646
H -0.184 0.234 0.939
H -0.845 2.161 -2.724
H 0.954 -0.421 -0.174
H -0.591 -0.446 0.015
H -1.430 0.549 0.381
H -0.146 0.733 0.065
H -0.060 0.541 0.947
H -0.537 -0.876 0.228
H 0.016 0.357 0.143
H -0.860 0.453 0.363
H -1.813 -1.317 0.697
H 0.161 0.393 -0.051
H 1.626 0.961 3.593
H 0.844 -2.161 2.722
H -0.851 -0.652 -2.116
H 0.244 1.292 0.138
H -0.235 0.283 0.024

## Properties
- energy relative to the best compared isomer or geometry (same formula, charge and spin) (eV) = 5.251
- LUMO level (eV) = 0.847